Run a
2 unconnected molecules or ions with the total composition C4H10O2S. Source: the OMol25 dataset; level of theory: wB97M-V/def2-TZVPD.

Structure (ORCA input):
```
! RIJCOSX wB97M-V def2-TZVPD def2/J DEFGRID3
* xyz 0 1
C 2.319 -1.393 -0.614
C -2.596 -0.326 0.205
C 1.892 0.042 -0.986
C -2.701 0.965 0.485
O 2.152 1.201 1.340
O -3.880 1.632 0.572
S 0.863 0.663 0.353
H 2.829 -1.347 0.301
H 1.510 -2.086 -0.706
H 3.027 -1.754 -1.383
H -1.691 -0.767 0.141
H 2.209 0.548 1.956
H -3.466 -0.881 0.184
H 1.264 0.206 -1.897
H 2.822 0.565 -0.914
H -2.011 1.702 0.694
H -4.543 1.031 0.269
*
```

The molar mass comes out at 122.189 g/mol. As for the SMILES: C=CO.CCSO. The value obtained for the LUMO energy is 0.68 eV.



Run b
2 unconnected molecules or ions with the total composition C4H10O2S. Source: the OMol25 dataset; level of theory: wB97M-V/def2-TZVPD.

Structure (ORCA input):
```
! RIJCOSX wB97M-V def2-TZVPD def2/J DEFGRID3
* xyz 0 1
C 0.024 -2.299 2.692
C -0.455 3.835 -2.749
C 0.422 -2.960 1.380
C -0.368 2.569 -2.401
O 0.478 -0.614 0.362
O -0.215 1.909 -1.206
S -0.550 -1.962 0.237
H 0.049 -2.898 3.579
H 0.684 -1.546 3.044
H -0.898 -1.829 2.665
H -0.545 4.080 -3.722
H 0.204 -0.203 -0.479
H -0.298 4.561 -1.930
H 0.062 -3.998 1.434
H 1.470 -2.805 0.905
H -0.412 1.661 -3.134
H 0.347 2.498 -0.676
*
```

The molar mass comes out at 122.189 g/mol. As for the SMILES: C=CO.CCSO. The value obtained for the LUMO energy is 0.73 eV.



Winner for stability: run a



Run a
2 unconnected molecules or ions with the total composition C5H8N2. Source: the OMol25 dataset; level of theory: wB97M-V/def2-TZVPD.

Structure (ORCA input):
```
! RIJCOSX wB97M-V def2-TZVPD def2/J DEFGRID3
* xyz 0 1
C 0.663 1.579 1.070
C -1.302 0.142 -0.828
C -0.355 -0.719 -1.523
C 1.079 -0.420 -1.656
N 2.216 -0.236 -1.778
N -0.849 -0.869 -0.149
C -0.600 -1.609 0.894
H 1.447 1.864 1.763
H 0.936 1.924 0.071
H -0.271 2.065 1.363
H -1.943 0.998 -0.762
H -0.692 -1.478 -2.231
H 0.585 0.490 1.122
H 0.154 -2.377 0.811
H -1.071 -1.353 1.834
*
```

The molar mass comes out at 96.133 g/mol. The value obtained for the LUMO energy is 0.88 eV.



Run b
3 unconnected molecules or ions with the total composition C5H8N2. Source: the OMol25 dataset; level of theory: wB97M-V/def2-TZVPD.

Structure (ORCA input):
```
! RIJCOSX wB97M-V def2-TZVPD def2/J DEFGRID3
* xyz 0 1
C -0.600 2.377 0.689
N -0.477 0.962 0.398
C -1.320 0.219 -0.416
C -0.664 -0.936 -0.735
C 0.521 -0.857 0.062
C 1.475 -1.873 0.154
N 0.653 0.349 0.675
H -1.652 2.623 0.847
H -0.206 2.976 -0.137
H -0.025 2.589 1.591
H -2.236 0.673 -0.772
H -0.020 -2.145 -1.577
H 0.775 -2.528 -1.637
H 1.198 -2.914 0.224
H 2.485 -1.625 0.478
*
```

The molar mass comes out at 96.133 g/mol. The value obtained for the LUMO energy (alpha / beta) is -1.11 / -0.63 eV.



Winner for stability: run a



Run a
A single C5H8N2 molecule. Source: the OMol25 dataset; level of theory: wB97M-V/def2-TZVPD.

Structure (ORCA input):
```
! RIJCOSX wB97M-V def2-TZVPD def2/J DEFGRID3
* xyz 0 1
C 0.373 1.611 -0.355
N -0.559 0.516 -0.088
C -0.790 0.404 1.292
C -0.413 -0.823 1.717
C 0.012 -1.569 0.558
C -0.104 -0.736 -0.514
N 0.091 -0.965 -1.876
H 0.627 1.667 -1.415
H -0.060 2.560 -0.036
H 1.292 1.435 0.224
H -1.160 1.267 1.827
H -0.449 -1.176 2.740
H 0.324 -2.602 0.539
H -0.147 -0.188 -2.476
H 0.963 -1.400 -2.139
*
```

The molar mass comes out at 96.133 g/mol. As for the SMILES: Cn1cccc1N. The value obtained for the LUMO energy is 1.01 eV.



Run b
A molecular structure, C5H8N2. Source: the OMol25 dataset; level of theory: wB97M-V/def2-TZVPD.

Structure (ORCA input):
```
! RIJCOSX wB97M-V def2-TZVPD def2/J DEFGRID3
* xyz 0 1
C 1.590 -0.468 1.564
C 0.616 -0.940 0.513
C -0.759 -0.452 0.813
N -0.284 0.565 -0.141
C -1.040 0.398 -1.396
C -0.527 1.285 -2.447
N -0.131 1.960 -3.300
H 1.323 0.451 2.107
H 2.619 -0.398 1.203
H 1.561 -1.292 2.293
H 0.679 -0.051 -0.501
H -1.595 -1.056 0.451
H -0.957 -0.021 1.796
H -1.009 -0.639 -1.760
H -2.086 0.657 -1.194
*
```

The molar mass comes out at 96.133 g/mol. The value obtained for the LUMO energy is 0.83 eV.



Run c
A single C5H8N2 molecule. Source: the OMol25 dataset; level of theory: wB97M-V/def2-TZVPD.

Structure (ORCA input):
```
! RIJCOSX wB97M-V def2-TZVPD def2/J DEFGRID3
* xyz 0 1
C -0.679 0.501 -0.043
C 0.354 -0.621 -0.118
N -1.571 0.310 0.984
C 1.625 -0.133 0.671
C -0.612 1.565 -0.858
C -0.169 -1.967 0.042
N 2.647 0.467 0.747
H -1.607 -0.648 1.322
H -2.387 0.899 1.012
H 3.205 1.042 0.119
H 0.906 -0.512 -1.074
H -1.315 2.384 -0.786
H 0.176 1.651 -1.591
H 0.543 -2.786 0.031
H -1.115 -2.149 -0.457
*
```

The molar mass comes out at 96.133 g/mol. The value obtained for the LUMO energy (alpha / beta) is -0.38 / 0.59 eV.



Winner for stability: run a



Run a
A single C5H8N2 molecule. Source: the OMol25 dataset; level of theory: wB97M-V/def2-TZVPD.

Structure (ORCA input):
```
! RIJCOSX wB97M-V def2-TZVPD def2/J DEFGRID3
* xyz 0 1
C -1.185 -1.446 -0.390
C -1.146 0.054 -0.348
C -0.007 2.001 0.466
N -0.053 0.766 -0.056
C 1.257 0.133 -0.289
C 1.684 -0.684 0.856
N 2.039 -1.346 1.735
H -0.823 -1.906 0.543
H -0.617 -1.890 -1.221
H -2.228 -1.754 -0.526
H -2.069 0.616 -0.265
H 0.898 2.583 0.356
H -0.943 2.439 0.787
H 1.200 -0.490 -1.185
H 1.993 0.924 -0.462
*
```

The molar mass comes out at 96.133 g/mol. The value obtained for the LUMO energy is 0.69 eV.



Run b
A single C5H8N2 molecule. Source: the OMol25 dataset; level of theory: wB97M-V/def2-TZVPD.

Structure (ORCA input):
```
! RIJCOSX wB97M-V def2-TZVPD def2/J DEFGRID3
* xyz 0 1
C -2.533 -0.285 -0.200
N -1.154 0.140 -0.282
C -0.057 -0.659 -0.330
C 1.034 0.122 -0.023
C 2.443 -0.303 0.254
C 0.473 1.403 0.176
N -0.845 1.403 0.035
H -3.153 0.278 -0.901
H -2.899 -0.116 0.818
H -2.591 -1.352 -0.425
H -0.139 -1.706 -0.596
H 3.184 0.263 -0.320
H 2.587 -1.368 0.050
H 2.659 -0.141 1.316
H 0.991 2.321 0.428
*
```

The molar mass comes out at 96.133 g/mol. As for the SMILES: Cc1cnn(C)c1. The value obtained for the LUMO energy is 1.01 eV.



Run c
A single C5H8N2 molecule. Source: the OMol25 dataset; level of theory: wB97M-V/def2-TZVPD.

Structure (ORCA input):
```
! RIJCOSX wB97M-V def2-TZVPD def2/J DEFGRID3
* xyz 0 1
C -2.578 -0.346 -0.411
N -1.241 0.361 -0.276
C -0.192 -0.434 -0.146
C 0.975 0.119 0.312
C 2.335 -0.362 -0.045
C 0.714 1.431 0.779
N -0.481 1.916 0.569
H -3.059 -0.175 -1.385
H -3.289 -0.056 0.363
H -2.482 -1.452 -0.328
H -0.263 -1.511 -0.301
H 2.722 0.209 -0.903
H 2.278 -1.407 -0.361
H 3.035 -0.250 0.786
H 1.525 1.958 1.346
*
```

The molar mass comes out at 96.133 g/mol. The value obtained for the LUMO energy is 0.13 eV.



Run d
A single C5H8N2 molecule. Source: the OMol25 dataset; level of theory: wB97M-V/def2-TZVPD.

Structure (ORCA input):
```
! RIJCOSX wB97M-V def2-TZVPD def2/J DEFGRID3
* xyz 0 1
N 2.288 -0.287 -0.408
C 1.061 -0.158 0.372
C 0.828 1.147 1.023
N 0.308 2.118 1.383
C -0.254 -0.341 -0.571
C -1.430 0.600 -0.408
C -1.587 -0.844 -0.033
H 3.126 -0.425 0.153
H 2.449 0.519 -1.001
H 1.124 -0.905 1.180
H 0.081 -0.651 -1.558
H -1.247 1.325 0.393
H -1.993 1.049 -1.227
H -2.223 -1.490 -0.646
H -1.641 -1.097 1.023
*
```

The molar mass comes out at 96.133 g/mol. As for the SMILES: N#C[C@H](N)C1CC1. The value obtained for the LUMO energy is 0.84 eV.



Winner for stability: run b



Run a
A single C5H8N2 molecule. Source: the OMol25 dataset; level of theory: wB97M-V/def2-TZVPD.

Structure (ORCA input):
```
! RIJCOSX wB97M-V def2-TZVPD def2/J DEFGRID3
* xyz 0 1
C 2.232 0.148 0.101
N 0.810 -0.093 -0.022
C 0.127 -1.389 0.166
C -1.340 -1.163 0.029
C -1.430 0.226 -0.051
N -2.647 0.962 -0.049
C -0.157 0.818 -0.088
H 2.777 -0.708 -0.307
H 2.519 1.038 -0.468
H 2.534 0.286 1.147
H 0.567 -2.146 -0.498
H 0.265 -1.717 1.209
H -3.395 0.275 -0.089
H -2.729 1.566 -0.860
H 0.098 1.875 -0.173
*
```

The molar mass comes out at 96.133 g/mol. The value obtained for the LUMO energy is 0.47 eV.



Run b
A molecular structure, C5H8N2. Source: the OMol25 dataset; level of theory: wB97M-V/def2-TZVPD.

Structure (ORCA input):
```
! RIJCOSX wB97M-V def2-TZVPD def2/J DEFGRID3
* xyz 0 1
C 0.481 -0.851 -0.591
C 0.085 0.531 -0.119
C -1.364 0.159 0.163
C -0.878 -1.257 0.109
N -1.208 -2.402 0.523
C 0.924 1.375 0.735
N 0.501 1.808 -0.610
H 0.446 -0.983 -1.685
H 1.479 -1.216 -0.266
H -0.321 -2.758 0.176
H -2.005 0.386 -0.695
H -1.815 0.530 1.085
H 1.963 1.090 0.890
H 0.455 1.906 1.559
H 1.259 1.682 -1.273
*
```

The molar mass comes out at 96.133 g/mol. The value obtained for the LUMO energy is 0.90 eV.



Run c
A single C5H8N2 molecule. Source: the OMol25 dataset; level of theory: wB97M-V/def2-TZVPD.

Structure (ORCA input):
```
! RIJCOSX wB97M-V def2-TZVPD def2/J DEFGRID3
* xyz 0 1
C -1.298 0.998 -0.694
C -0.021 0.698 0.037
C 1.176 0.994 -0.451
C 1.042 -1.894 -0.082
N 2.001 -2.060 -0.742
C -0.118 -0.241 1.218
N -0.028 -1.623 0.676
H -1.594 2.028 -0.463
H -1.156 0.912 -1.777
H -2.127 0.340 -0.398
H 2.086 0.869 0.122
H 1.299 1.323 -1.509
H -1.062 -0.162 1.771
H 0.699 -0.126 1.935
H -0.898 -2.057 0.359
*
```

The molar mass comes out at 96.133 g/mol. As for the SMILES: C=C(C)CNC#N. The value obtained for the LUMO energy is 0.69 eV.



Winner for stability: run c